{
  "formula": "C6H11BrN2",
  "method": "ωB97M-V/def2-TZVPD",
  "lumo_ev": 0.198,
  "max_force_ev_per_a": 4.390,
  "e_tot_ev": -79422.504,
  "homo_lumo_gap_ev": 7.349,
  "elements": ["C", "C", "N", "C", "C", "N", "C", "C", "H", "H", "H", "H", "H", "H", "H", "H", "H", "H", "H", "Br"],
  "coordinates": [[1.5756, 1.2231, -1.7526], [1.9765, 0.8133, -0.3831], [0.8255, -0.0066, 0.2469], [0.9076, -1.0809, 1.1108], [-0.3620, -1.2658, 1.6588], [-1.1602, -0.3442, 0.9652], [-0.4485, 0.4362, 0.1776], [-2.6198, -0.4759, 0.9644], [2.3988, 1.3639, -2.4571], [1.0248, 2.1798, -1.6875], [0.9554, 0.4577, -2.2584], [2.1576, 1.6647, 0.2569], [2.9380, 0.1850, -0.3774], [1.8528, -1.5440, 1.3748], [-0.6519, -2.0831, 2.2470], [-0.7261, 1.1368, -0.5680], [-2.9880, -0.2043, 1.9619], [-2.8682, -1.5055, 0.6976], [-3.0778, 0.1898, 0.2074], [-1.7099, -1.1401, -2.3851]],
  "forces_ev_per_a": [[-0.75, 0.43, -1.43], [0.68, -2.34, 0.82], [1.14, 1.20, 0.00], [-1.10, 0.68, 1.01], [2.51, 1.62, -3.22], [-1.13, -0.79, 1.07], [1.79, -2.04, 0.09], [-0.49, 0.65, -0.07], [0.23, 0.19, 0.47], [0.10, -0.48, -0.37], [-0.03, 0.34, 0.44], [0.01, 0.11, 0.30], [-1.67, 0.59, 0.12], [-0.30, 0.11, -0.23], [-0.91, -0.52, 0.69], [-0.80, 0.43, -0.14], [0.01, -0.19, -0.24], [0.03, 0.24, 0.02], [0.50, -0.44, 0.37], [0.18, 0.22, 0.30]]
}

{
  "formula": "C6H13Cl2N2",
  "method": "ωB97M-V/def2-TZVPD",
  "lumo_ev": [-4.472, -4.472],
  "max_force_ev_per_a": 6.275,
  "e_tot_ev": -34446.689,
  "charge": 1,
  "homo_lumo_gap_ev": [8.578, 8.579],
  "elements": ["C", "C", "C", "C", "C", "C", "N", "N", "Cl", "Cl", "H", "H", "H", "H", "H", "H", "H", "H", "H", "H", "H", "H", "H"],
  "coordinates": [[-2.0640, -0.3008, 0.6929], [-1.3545, -1.3562, -0.2206], [-1.4507, 1.0427, 0.4115], [0.1828, -1.3327, -0.0387], [-0.0029, 1.0540, 0.7883], [0.6295, 0.0277, -0.1259], [2.5969, -0.0500, 0.6801], [1.1280, 0.6678, -1.3854], [3.1652, -1.5493, 0.1184], [3.5740, 1.2217, -0.0256], [-3.0587, -0.3561, 0.2422], [-1.9984, -0.5419, 1.7154], [-1.8869, -2.3482, 0.1146], [-1.6939, -1.3133, -1.2354], [-1.4083, 1.5536, -0.5172], [-1.9752, 1.7698, 1.0961], [0.5802, -1.5959, 0.9329], [0.6568, -2.1022, -0.6479], [0.4238, 2.1235, 0.6895], [0.2661, 0.9268, 1.8973], [1.1537, -0.1188, -2.0876], [2.0402, 1.1556, -1.3817], [0.4961, 1.4222, -1.7132]],
  "forces_ev_per_a": [[0.20, -0.41, -4.58], [-1.53, -2.18, 3.05], [-0.93, 1.86, 3.41], [-0.75, -1.51, -0.72], [2.26, 1.37, 1.65], [4.96, 3.49, 1.61], [-2.13, 0.38, -0.38], [-2.25, -1.61, -1.79], [0.56, -0.47, -0.20], [-0.35, -0.24, 0.14], [-0.37, 0.32, 0.99], [-0.14, -0.30, 1.19], [1.75, 1.31, -0.54], [0.25, 0.62, -0.79], [-1.21, -0.31, -1.60], [0.51, -0.37, -0.74], [-0.74, -0.31, 0.84], [0.16, 0.52, -0.61], [-0.37, -1.64, -0.57], [-0.67, -0.76, -1.55], [0.15, 1.27, 0.34], [0.71, -0.32, 0.85], [-0.08, -0.70, 0.01]]
}

{
  "formula": "C24H23BrN4O7STb",
  "method": "ωB97M-V/def2-TZVPD",
  "lumo_ev": [2.464, 2.464],
  "max_force_ev_per_a": 2.265,
  "e_tot_ev": -148873.366,
  "charge": -1,
  "multiplicity": 7,
  "homo_lumo_gap_ev": [6.862, 6.806],
  "s2": 12.6652,
  "elements": ["Tb", "O", "C", "C", "N", "C", "C", "O", "O", "C", "C", "O", "O", "H", "H", "H", "H", "H", "H", "H", "H", "H", "Br", "C", "C", "C", "C", "C", "C", "C", "C", "C", "C", "H", "H", "H", "H", "H", "H", "S", "C", "C", "N", "C", "H", "H", "H", "C", "N", "C", "C", "C", "O", "N", "C", "O", "H", "H", "H", "H", "H"],
  "coordinates": [[0.0129, -0.3982, 0.2969], [-0.3283, 1.0316, 2.1087], [0.1968, 0.7789, 3.4397], [1.5579, 0.0618, 3.3578], [1.4437, -1.1217, 2.4760], [0.6623, -2.2213, 3.0951], [-0.8756, -2.1236, 2.7266], [-1.6832, -2.4469, 3.5946], [-1.1415, -1.7957, 1.5352], [2.7749, -1.5377, 1.9537], [2.6295, -2.1001, 0.5069], [3.6674, -2.4769, -0.0380], [1.4446, -2.1262, 0.0311], [0.1200, 1.8219, 1.7227], [-0.5831, 0.2216, 3.9806], [0.3143, 1.7617, 3.9652], [1.9482, -0.1784, 4.3803], [2.2161, 0.7787, 2.8606], [0.7900, -2.2164, 4.1915], [1.0020, -3.1874, 2.7243], [3.2171, -2.2473, 2.6555], [3.4370, -0.6545, 1.9373], [-0.6339, 2.5385, -1.4893], [-2.4045, 2.7702, -0.8577], [-2.9259, 4.0694, -0.9639], [-4.2058, 4.3055, -0.4609], [-4.9536, 3.2431, 0.0283], [-4.4833, 1.9191, 0.0495], [-5.3394, 0.8473, 0.4113], [-4.8597, -0.4395, 0.5500], [-3.5002, -0.6765, 0.2332], [-2.6067, 0.3423, -0.1275], [-3.1443, 1.6246, -0.3793], [-2.3149, 4.8655, -1.3251], [-4.6766, 5.2566, -0.4833], [-5.9548, 3.4102, 0.3765], [-6.3849, 1.0706, 0.5873], [-5.5075, -1.2854, 0.7871], [-3.0677, -1.6749, 0.3677], [-0.4932, -2.9445, -3.8941], [-1.6047, -1.6371, -3.9009], [-1.6898, -1.0617, -2.6528], [-0.8354, -1.6643, -1.7221], [-0.1438, -2.6349, -2.2699], [-2.1779, -1.2863, -4.7397], [-2.3209, -0.2449, -2.3124], [0.6252, -3.1428, -1.7209], [4.8478, -0.7956, -3.3208], [3.9579, -0.0392, -2.4607], [4.5848, 0.7398, -1.5062], [3.8372, 1.3695, -0.5684], [2.4266, 1.0225, -0.5491], [1.6867, 1.2810, 0.4763], [1.7973, 0.3727, -1.5569], [2.5292, -0.2148, -2.5624], [2.0656, -0.8254, -3.5060], [5.6507, -0.1356, -3.7132], [4.1888, -1.1407, -4.1497], [5.2613, -1.6524, -2.7777], [5.6541, 0.7720, -1.5612], [4.2931, 2.0523, 0.1627]],
  "forces_ev_per_a": [[-0.82, -0.17, -1.45], [0.28, 1.18, 0.91], [-0.07, 0.65, 0.35], [-0.73, -0.12, -0.25], [0.48, 0.34, 0.29], [-0.49, 0.80, -0.14], [0.39, -0.93, 1.43], [0.27, 0.12, -0.09], [0.14, 0.01, 0.00], [-1.00, 0.53, 0.17], [0.90, -0.41, 0.51], [-0.38, 0.15, -0.02], [0.59, -0.13, 0.06], [-0.24, -0.65, 0.47], [0.32, -0.01, -0.33], [-0.04, -0.77, -0.35], [-0.29, 0.12, -0.58], [0.18, -0.22, 0.12], [-0.16, -0.02, -0.28], [0.10, 0.05, -0.19], [0.23, -0.31, -0.31], [-0.27, -0.36, -0.21], [0.11, -0.28, 0.05], [-0.96, 0.78, -0.18], [0.50, -1.88, 0.68], [-0.86, -1.61, 0.41], [0.37, 0.71, -0.53], [0.14, -0.26, -0.70], [0.02, -0.39, 0.54], [0.20, 0.37, -1.09], [0.65, 0.60, 0.35], [0.83, -1.01, -0.35], [-0.25, 1.08, 1.04], [0.31, 0.33, -0.30], [-0.05, 0.86, -0.06], [-0.41, 0.19, 0.14], [-0.04, 0.05, 0.18], [0.03, 0.33, 0.09], [-0.46, 0.34, 0.08], [-0.21, 0.33, -0.30], [-0.46, 0.76, 1.14], [0.93, -1.29, -0.46], [-0.11, 0.27, -0.96], [-0.53, 0.54, 0.42], [0.08, -0.30, -0.30], [0.22, -0.25, -0.25], [0.15, -0.22, 0.06], [-0.76, -0.13, -1.02], [0.77, 0.40, 0.61], [-2.22, -0.39, -0.26], [0.37, 0.08, 0.04], [-0.85, 0.05, 0.10], [0.97, 0.24, -0.41], [1.10, -0.08, 0.31], [0.67, 0.71, 0.50], [0.10, 0.00, 0.19], [-0.45, -0.46, 0.21], [0.81, 0.04, 0.44], [-0.01, 0.10, -0.17], [0.34, 0.13, -0.06], [-0.46, -0.56, -0.27]]
}

{
  "formula": "C32H35IrNO2S3Sb",
  "method": "ωB97M-V/def2-TZVPD",
  "lumo_ev": -6.112,
  "max_force_ev_per_a": 0.772,
  "e_tot_ev": -81205.885,
  "charge": 2,
  "homo_lumo_gap_ev": 7.337,
  "elements": ["Ir", "O", "S", "C", "C", "C", "C", "S", "O", "C", "C", "C", "C", "C", "C", "C", "C", "C", "C", "C", "C", "H", "H", "H", "H", "H", "H", "H", "H", "H", "H", "H", "H", "H", "H", "H", "H", "H", "H", "S", "C", "C", "C", "C", "C", "C", "N", "C", "C", "C", "C", "C", "C", "C", "H", "H", "H", "H", "H", "H", "H", "H", "C", "Sb", "C", "C", "H", "H", "H", "H", "H", "H", "H", "H", "H"],
  "coordinates": [[0.7024, 0.7405, 0.0317], [1.7761, -0.8312, 0.9515], [1.8577, -1.9059, 2.0324], [1.3684, -3.4173, 1.1837], [-0.0548, -3.4173, 0.6368], [-0.1434, -4.1698, -0.6943], [0.3844, -3.3535, -1.8657], [-0.4996, -1.8310, -2.3020], [-0.2504, -0.8408, -1.1723], [-2.1867, -2.3411, -2.1008], [-2.9301, -1.9104, -1.0155], [-4.2473, -2.3342, -0.9038], [-4.7950, -3.1720, -1.8644], [-4.0368, -3.5853, -2.9533], [-2.7243, -3.1626, -3.0845], [0.5140, -1.6907, 3.1710], [-0.6285, -0.9753, 2.8451], [-1.6371, -0.8529, 3.7870], [-1.5010, -1.4530, 5.0326], [-0.3519, -2.1641, 5.3486], [0.6723, -2.2769, 4.4204], [1.5593, -4.2289, 1.8892], [2.1253, -3.4919, 0.3985], [-0.3772, -2.3899, 0.4758], [-0.7345, -3.8478, 1.3712], [-1.1734, -4.4731, -0.8857], [0.4418, -5.0926, -0.6561], [0.4047, -3.9272, -2.7950], [1.4016, -2.9867, -1.6966], [-2.4906, -1.2486, -0.2817], [-4.8473, -2.0057, -0.0659], [-5.8224, -3.4967, -1.7724], [-4.4717, -4.2267, -3.7074], [-2.1364, -3.4655, -3.9433], [-0.7313, -0.5065, 1.8734], [-2.5287, -0.2876, 3.5513], [-2.2913, -1.3560, 5.7645], [-0.2437, -2.6175, 6.3242], [1.5847, -2.8040, 4.6741], [-1.4538, 4.5643, -0.6694], [-1.4068, 3.7507, -2.2070], [-1.9210, 4.1856, -3.4248], [-1.7348, 3.3767, -4.5273], [-1.0531, 2.1591, -4.4244], [-0.5535, 1.7179, -3.2157], [-0.7408, 2.5267, -2.0966], [-0.3156, 2.2744, -0.7917], [-0.5801, 3.2777, 0.0294], [-0.0005, 3.1960, 1.3554], [-0.1923, 4.1279, 2.3701], [0.4611, 3.9467, 3.5773], [1.2905, 2.8442, 3.7497], [1.4765, 1.9127, 2.7322], [0.8212, 2.0638, 1.5154], [-2.4404, 5.1306, -3.5067], [-2.1172, 3.6914, -5.4884], [-0.9191, 1.5533, -5.3104], [-0.0318, 0.7780, -3.1316], [-0.8388, 4.9853, 2.2255], [0.3292, 4.6609, 4.3777], [1.8050, 2.7092, 4.6926], [2.1310, 1.0658, 2.8996], [2.9994, 3.7633, -0.3450], [2.8445, 1.6954, -0.7142], [3.2152, 1.5262, -2.7846], [4.5284, 0.8532, 0.2228], [3.9806, 4.1010, -0.6754], [2.8813, 3.9500, 0.7204], [2.2288, 4.3005, -0.8961], [4.1875, 1.9903, -2.9482], [2.4506, 2.0608, -3.3452], [3.2488, 0.4868, -3.1023], [5.3965, 1.4056, -0.1350], [4.6285, -0.1986, -0.0313], [4.4383, 0.9641, 1.3012]],
  "forces_ev_per_a": [[-0.48, -0.57, -0.20], [0.13, 0.01, -0.11], [-0.02, 0.11, 0.07], [-0.03, 0.03, 0.02], [0.02, 0.00, -0.01], [-0.02, 0.04, -0.02], [0.03, 0.01, 0.04], [0.07, 0.11, -0.04], [0.01, 0.09, 0.18], [0.01, -0.02, -0.07], [0.00, -0.02, 0.01], [0.00, 0.00, 0.01], [0.00, 0.00, -0.01], [-0.01, -0.01, -0.01], [0.00, 0.01, 0.02], [-0.02, -0.01, -0.07], [-0.01, -0.03, 0.06], [0.00, 0.01, -0.03], [0.01, 0.00, 0.00], [-0.01, 0.00, 0.02], [0.01, 0.04, 0.01], [-0.01, 0.02, 0.02], [-0.01, -0.02, -0.01], [-0.05, -0.04, 0.03], [0.04, -0.07, -0.01], [0.00, 0.05, -0.02], [-0.03, -0.02, 0.04], [-0.04, -0.02, 0.01], [0.02, -0.03, -0.04], [0.00, 0.00, 0.00], [0.00, 0.00, 0.00], [0.00, 0.00, 0.00], [0.00, 0.00, 0.00], [0.00, 0.01, 0.00], [-0.03, 0.00, -0.02], [0.00, 0.00, 0.00], [0.00, 0.00, 0.00], [0.00, 0.00, 0.00], [0.00, 0.00, -0.01], [0.04, 0.01, -0.05], [-0.04, -0.08, -0.09], [0.01, -0.01, 0.01], [-0.02, 0.03, -0.03], [0.01, -0.02, 0.01], [-0.07, 0.11, 0.01], [-0.13, 0.01, 0.13], [0.14, 0.22, -0.09], [0.09, -0.14, -0.04], [-0.16, -0.02, -0.09], [0.08, -0.02, 0.05], [-0.01, -0.01, -0.05], [0.07, 0.00, 0.04], [0.03, 0.04, 0.01], [0.06, -0.05, 0.29], [0.00, 0.00, 0.00], [0.00, 0.01, 0.00], [0.00, 0.00, 0.00], [0.05, -0.07, 0.02], [-0.01, -0.01, -0.03], [0.00, -0.01, 0.01], [0.00, 0.00, 0.00], [-0.01, -0.01, 0.02], [0.00, 0.03, -0.01], [0.34, 0.40, 0.00], [-0.02, 0.00, 0.02], [0.00, -0.01, 0.03], [-0.01, 0.01, -0.01], [0.01, -0.02, -0.01], [-0.01, -0.02, -0.01], [-0.01, -0.01, -0.09], [0.01, 0.01, 0.03], [-0.01, -0.02, 0.04], [0.03, -0.03, 0.04], [-0.04, 0.00, -0.02], [-0.01, 0.01, -0.01]]
}